An isolated molecule of C3H4O3. Source: the Open Molecules 2025 dataset; level of theory: ωB97M-V/def2-TZVPD.

As for the SMILES: O=C1OCCO1. The HOMO energy is -11.09 eV.

ORCA input file:
```
! wB97M-V def2-TZVPD RIJCOSX def2/J DEFGRID3
* xyz 0 1
O -2.02975 -1.42026 0.99150
C -1.14559 -0.75948 0.54474
O -0.68587 -0.83682 -0.73090
C 0.58948 -0.19570 -0.77066
C 0.40118 0.86716 0.29934
O -0.44437 0.17931 1.22928
H 1.35683 -0.92993 -0.50002
H 0.77682 0.17692 -1.77880
H 1.29840 1.19102 0.82453
H -0.12325 1.74062 -0.10628
*
```

The computed Löwdin charges, all in e, follow: atom 1 (O): 0.167, atom 2 (C): -0.565, atom 3 (O): 0.050, atom 4 (C): -0.122, atom 5 (C): -0.118, atom 6 (O): 0.053, atom 7 (H): 0.135, atom 8 (H): 0.133, atom 9 (H): 0.132, atom 10 (H): 0.134

An isolated molecule of C3H4O3. Source: the Open Molecules 2025 dataset; level of theory: ωB97M-V/def2-TZVPD.

As for the SMILES: C=C(O)C(=O)O. The HOMO energy is -9.94 eV.

ORCA input file:
```
! wB97M-V def2-TZVPD RIJCOSX def2/J DEFGRID3
* xyz 0 1
C -0.30031 0.55482 0.19823
C -0.20018 1.31131 1.29511
C 0.39334 -0.55407 -0.17892
H -0.64009 0.94324 -1.55493
H 0.80804 1.14410 2.13245
H -0.81693 2.42029 1.27643
H 0.58142 -2.38535 0.51772
O -1.05528 1.11254 -0.88724
O 0.02458 -1.66402 0.64019
O 1.11952 -0.69786 -1.03522
*
```

The computed Löwdin charges, all in e, follow: atom 1 (C): -0.332, atom 2 (C): 0.080, atom 3 (C): -0.532, atom 4 (H): -0.065, atom 5 (H): 0.171, atom 6 (H): 0.150, atom 7 (H): 0.068, atom 8 (O): 0.124, atom 9 (O): 0.105, atom 10 (O): 0.232

C3H4O3 as an isolated structure. Source: the Open Molecules 2025 dataset; level of theory: ωB97M-V/def2-TZVPD.

The HOMO energy is -10.56 eV.

ORCA input file:
```
! wB97M-V def2-TZVPD RIJCOSX def2/J DEFGRID3
* xyz 0 1
O -1.34005 -1.06423 0.25811
C -0.34629 -0.18040 -0.50122
C -0.03483 1.23210 0.12514
O 1.35534 0.85581 0.34828
C 1.10341 -0.42666 -0.02098
O 1.75922 -1.39832 0.20189
H -0.88240 -1.91944 0.28501
H -1.04813 -0.68272 -1.19855
H -0.53374 1.33483 1.09264
H -0.08535 2.16802 -0.44005
*
```

The computed Löwdin charges, all in e, follow: atom 1 (O): -0.078, atom 2 (C): -0.113, atom 3 (C): -0.053, atom 4 (O): 0.048, atom 5 (C): -0.452, atom 6 (O): 0.149, atom 7 (H): 0.090, atom 8 (H): 0.160, atom 9 (H): 0.127, atom 10 (H): 0.124

An isolated molecule of C3H4O3. Source: the Open Molecules 2025 dataset; level of theory: ωB97M-V/def2-TZVPD.

As for the SMILES: O=CO/C=C/O. The HOMO energy is -9.31 eV.

ORCA input file:
```
! wB97M-V def2-TZVPD RIJCOSX def2/J DEFGRID3
* xyz 0 1
C -0.02865 0.54930 0.90522
C -0.72895 -0.34329 0.17327
C 0.46939 -0.02789 -1.74291
O 0.18893 0.43019 2.25325
O -0.84590 -0.21620 -1.18121
O 0.64415 0.42806 -2.85274
H -0.04839 -0.46443 2.54706
H 0.20087 1.55127 0.56337
H -1.08092 -1.30687 0.52645
H 1.22946 -0.60014 -1.19175
*
```

The computed Löwdin charges, all in e, follow: atom 1 (C): -0.157, atom 2 (C): -0.169, atom 3 (C): -0.261, atom 4 (O): 0.002, atom 5 (O): -0.022, atom 6 (O): 0.090, atom 7 (H): 0.108, atom 8 (H): 0.137, atom 9 (H): 0.127, atom 10 (H): 0.147

C3H4O3 as an isolated structure. Source: the Open Molecules 2025 dataset; level of theory: ωB97M-V/def2-TZVPD.

The HOMO energy is -10.78 eV.

ORCA input file:
```
! wB97M-V def2-TZVPD RIJCOSX def2/J DEFGRID3
* xyz 0 1
C 0.12713 0.11318 -0.69156
C -1.20383 -0.37439 -0.17141
C 1.31014 0.39811 0.90200
O 2.32334 -0.27649 0.63581
O 0.95697 -0.71249 -1.23314
O 0.86250 1.17731 1.68112
H 0.20865 1.16479 -1.00286
H -1.06106 -1.19853 0.52914
H -1.81714 -0.73323 -1.00054
H -1.70669 0.44174 0.35143
*
```

The computed Löwdin charges, all in e, follow: atom 1 (C): -0.322, atom 2 (C): -0.034, atom 3 (C): -0.432, atom 4 (O): 0.125, atom 5 (O): 0.036, atom 6 (O): 0.204, atom 7 (H): 0.146, atom 8 (H): 0.097, atom 9 (H): 0.095, atom 10 (H): 0.085

An isolated molecule of C3H4O3. Source: the Open Molecules 2025 dataset; level of theory: ωB97M-V/def2-TZVPD.

The HOMO energy is -9.45 eV.

ORCA input file:
```
! wB97M-V def2-TZVPD RIJCOSX def2/J DEFGRID3
* xyz 0 1
O 1.89107 0.69622 -0.24507
C 1.38151 -0.41988 0.43473
C -0.08729 -0.66872 0.49634
O -0.67220 0.32930 -0.17648
C -2.05834 0.24715 -0.36309
O -2.64285 -0.75852 -0.58473
H 1.16382 1.08213 -0.75055
H 1.78621 -1.36396 0.02497
H 1.71596 -0.40366 1.48416
H -2.47789 1.25993 -0.32027
*
```

The computed Löwdin charges, all in e, follow: atom 1 (O): -0.052, atom 2 (C): -0.291, atom 3 (C): 0.057, atom 4 (O): -0.054, atom 5 (C): -0.279, atom 6 (O): 0.136, atom 7 (H): 0.076, atom 8 (H): 0.129, atom 9 (H): 0.128, atom 10 (H): 0.150

A 2-piece molecular cluster, C3H4O3 overall. Source: the Open Molecules 2025 dataset; level of theory: ωB97M-V/def2-TZVPD.

The HOMO energy (alpha / beta) is -5.65 / -9.00 eV.

ORCA input file:
```
! wB97M-V def2-TZVPD RIJCOSX def2/J DEFGRID3
* xyz 0 3
C 1.95974 -0.52728 -0.30843
C -1.73638 -0.44927 -0.49193
C 2.66704 0.54837 -0.15399
O 1.40905 -1.55476 -0.28633
O -1.86629 -1.73765 -0.03106
O -1.62894 0.29936 0.44445
H 2.55582 1.17791 0.66005
H 3.35815 0.83094 -1.03918
H -1.99318 -2.40102 -0.77823
H -1.49765 -0.13176 1.42268
*
```

The computed Löwdin charges, all in e, follow: atom 1 (C): -0.301, atom 2 (C): -0.328, atom 3 (C): 0.059, atom 4 (O): 0.102, atom 5 (O): -0.040, atom 6 (O): 0.048, atom 7 (H): 0.037, atom 8 (H): 0.096, atom 9 (H): 0.124, atom 10 (H): 0.203

An isolated molecule of C3H4O3S. Source: the Open Molecules 2025 dataset; level of theory: ωB97M-V/def2-TZVPD.

As for the SMILES: O=C(CO)C(O)=S. The HOMO energy is -9.55 eV.

ORCA input file:
```
! wB97M-V def2-TZVPD RIJCOSX def2/J DEFGRID3
* xyz 0 1
C -0.08815 0.81847 1.01126
C 0.17782 0.03774 -0.20805
C -0.04260 -1.41767 -0.25819
H -0.30166 2.25601 -0.41163
H 0.81900 0.76623 1.60536
H -0.88676 0.35287 1.60757
H 0.08892 -1.25603 -2.20777
O -0.17707 2.16464 0.55161
O 0.33964 0.60890 -1.28402
O 0.18919 -1.91771 -1.43952
S -0.11834 -2.41345 1.03339
*
```

The computed Löwdin charges, all in e, follow: atom 1 (C): -0.187, atom 2 (C): -0.373, atom 3 (C): -0.825, atom 4 (H): 0.090, atom 5 (H): 0.140, atom 6 (H): 0.125, atom 7 (H): 0.167, atom 8 (O): -0.054, atom 9 (O): 0.099, atom 10 (O): 0.009, atom 11 (S): 0.808

C3H4O3Tl as an isolated structure. Source: the Open Molecules 2025 dataset; level of theory: ωB97M-V/def2-TZVPD.

The HOMO energy (alpha / beta) is -8.67 / -8.92 eV.

ORCA input file:
```
! wB97M-V def2-TZVPD RIJCOSX def2/J DEFGRID3
* xyz 0 2
Tl 3.88086 0.63814 -0.49398
O 1.60467 1.39704 -0.55598
O 2.00366 -0.52913 0.45883
C 1.24323 0.39648 0.09755
O -1.26149 1.37255 0.78068
C -0.67778 0.23302 0.60070
C -1.42370 -0.62416 -0.43074
H -0.73045 -1.37849 -0.82598
H -0.58664 -0.35217 1.54092
H -1.80951 0.00420 -1.24239
H -2.24286 -1.15748 0.07038
*
```

The computed Löwdin charges, all in e, follow: atom 1 (Tl): 1.052, atom 2 (O): -0.179, atom 3 (O): -0.189, atom 4 (C): -0.555, atom 5 (O): -0.009, atom 6 (C): -0.400, atom 7 (C): -0.070, atom 8 (H): 0.068, atom 9 (H): 0.124, atom 10 (H): 0.082, atom 11 (H): 0.078

C3H4O3V as an isolated structure. Source: the Open Molecules 2025 dataset; level of theory: ωB97M-V/def2-TZVPD.

The HOMO energy (alpha / beta) is -8.99 / -8.85 eV.

ORCA input file:
```
! wB97M-V def2-TZVPD RIJCOSX def2/J DEFGRID3
* xyz 0 4
H 1.63922 0.53372 0.57043
O -1.70177 2.13363 -1.05759
O 0.09833 -0.11820 1.80306
C 0.96752 -0.33485 0.74963
C 0.29854 -0.66596 -0.58492
O -0.30426 0.45157 -1.25761
C -1.45499 0.96653 -0.75125
H 1.62980 -1.20394 0.95535
H -0.46592 -1.44513 -0.42517
H 1.04808 -1.05120 -1.28898
V -1.75454 0.73383 1.28705
*
```

The computed Löwdin charges, all in e, follow: atom 1 (H): 0.122, atom 2 (O): -0.027, atom 3 (O): -0.369, atom 4 (C): -0.373, atom 5 (C): -0.203, atom 6 (O): -0.082, atom 7 (C): -0.508, atom 8 (H): 0.117, atom 9 (H): 0.119, atom 10 (H): 0.125, atom 11 (V): 1.079

Asked for relative energy (zero: lowest compared OMol25 entry of this formula, charge and spin) across the records above, the calculation gives 9.6; 95.5; 76.2; 48.9; 70.6; 87.5; 63.2; 51.2; 24.9; 42.5 kcal per mole in order.
Asked for total energy across the records above, the calculation gives -9318.2836; -9314.5594; -9315.3981; -9316.5799; -9315.6389; -9314.9060; -9311.1322; -20152.1538; -14009.4680; -35002.5349 eV in order.